Formula: C4H3N
Source: the Open Molecules 2025 dataset
Level of theory: the ωB97M-V functional and the def2-TZVPD basis

Last column: Löwdin charge in e.
Geometry (Å):
C1 1.45 -0.33 -0.13  -0.068
C2 -0.52 1.06 -0.15  -0.153
C3 0.83 0.90 0.01  0.062
C4 0.24 -0.90 -0.04  -0.066
N1 -0.93 -0.28 -0.15  -0.009
H1 2.40 -0.64 0.09  0.072
H2 -1.08 1.96 0.04  0.096
H3 -2.39 -1.78 0.33  0.067

HOMO level (alpha / beta) ... -8.95 / -9.28 eV
Molecular weight ... 65.1 g/mol
2S+1 ... 3
Energy relative to the best compared isomer or geometry (same formula, charge and spin) ... 83.1 kcal/mol
Total charge ... 0


Formula: C4H3N2O2
Source: the Open Molecules 2025 dataset
Level of theory: the ωB97M-V functional and the def2-TZVPD basis

Last column: Löwdin charge in e.
Geometry (Å):
C1 0.05 0.04 0.83  0.127
C2 0.99 1.09 0.33  -0.090
C3 1.19 -0.13 -0.67  -0.157
C4 2.58 -0.19 0.07  -0.427
N1 1.00 1.15 -1.12  0.252
N2 0.10 -0.88 -0.05  0.280
O1 3.39 -0.97 -0.20  0.279
O2 2.39 0.90 0.77  0.196
H1 -0.47 -0.15 1.73  0.161
H2 0.29 1.43 -1.77  0.164
H3 -0.41 -1.73 -0.26  0.216

HOMO level ... -15.63 eV
Molecular weight ... 111.1 g/mol
Energy relative to the best compared isomer or geometry (same formula, charge and spin) ... 88.1 kcal/mol
Total charge ... +1


Formula: C4H3N3
Source: the Open Molecules 2025 dataset
Level of theory: the ωB97M-V functional and the def2-TZVPD basis

Last column: Löwdin charge in e.
Geometry (Å):
C1 1.72 0.98 0.00  -0.216
C2 0.91 -1.27 -0.01  -0.221
C3 -1.62 -0.21 -0.01  0.061
C4 0.62 0.10 -0.01  -0.325
N1 2.60 1.72 0.02  0.145
N2 1.18 -2.39 0.02  0.170
N3 -0.61 0.58 -0.01  0.029
H1 -2.62 0.17 0.01  0.084
H2 -1.46 -1.27 0.00  0.085
H3 -0.72 1.59 0.01  0.189

HOMO level (alpha / beta) ... -8.47 / -8.47 eV
Molecular weight ... 93.1 g/mol
Energy relative to the best compared isomer or geometry (same formula, charge and spin) ... 52.0 kcal/mol
Total charge ... 0


Formula: C4H3N3
Source: the Open Molecules 2025 dataset
Level of theory: the ωB97M-V functional and the def2-TZVPD basis

Last column: Löwdin charge in e.
Geometry (Å):
C1 -1.76 -1.86 -0.75  0.056
C2 -1.69 -0.64 -0.41  -0.208
C3 -0.56 0.06 -0.14  -0.321
C4 0.49 -0.38 0.83  -0.111
N1 1.59 0.55 0.62  0.024
N2 1.30 1.36 -0.27  0.032
N3 0.00 1.12 -0.74  0.086
H1 0.78 -1.39 0.52  0.141
H2 0.19 -0.43 1.89  0.140
H3 -0.33 1.62 -1.55  0.162

HOMO level ... -9.71 eV
Molecular weight ... 93.1 g/mol
Energy relative to the best compared isomer or geometry (same formula, charge and spin) ... 123.9 kcal/mol
Total charge ... 0